19
Properties=species:S:1:pos:R:3 method="wB97M-V/def2-TZVPD" spin_multiplicity=3 homo_ha="-0.287 / -0.568" total_charge=+1 orbital_gap_ev="4.799 / 6.187" s_squared=2.007
C 0.730 -1.664 -0.396
C -1.302 -0.377 0.120
C 0.213 -0.335 -0.103
N 0.700 0.324 1.118
N 0.659 0.760 -1.118
N 0.304 2.067 -0.685
O -1.631 -0.771 1.458
H 1.733 -1.501 -0.693
H 0.520 -2.337 0.514
H 0.337 -2.266 -1.190
H -1.587 -1.266 -0.576
H -1.836 0.519 -0.141
H 1.615 0.017 1.280
H 0.076 -0.047 1.870
H 0.176 0.466 -1.929
H 1.081 2.550 -0.979
H 0.793 1.317 0.766
H -0.515 2.472 -1.086
H -2.064 0.074 1.772

36
Properties=species:S:1:pos:R:3 method="wB97M-V/def2-TZVPD" homo_ha=-0.695 total_charge=+3 orbital_gap_ev=5.636
C 0.627 -1.618 -0.681
C 2.135 -1.388 -0.841
H 0.376 -2.665 -0.413
H 0.142 -1.337 -1.624
H 0.210 -0.929 0.146
O 2.758 -1.106 -1.881
I 2.098 1.065 0.330
Hf -1.531 0.366 0.221
P -0.499 0.949 -2.495
C 1.156 1.423 -3.162
C -0.892 -0.165 -3.913
H -2.411 2.456 -2.545
H -1.408 2.533 -4.072
H -0.846 3.336 -2.544
C -1.388 2.470 -2.962
H -1.924 -0.526 -3.852
H -0.756 0.423 -4.843
H 1.056 1.554 -4.257
H 1.877 0.621 -2.957
H -0.204 -1.023 -3.910
H 1.511 2.344 -2.695
C 2.893 -1.937 0.352
O 3.518 -1.909 1.325
Cl -3.615 1.325 0.151
C 0.047 0.245 5.361
N -0.356 -0.318 4.066
C -0.182 -1.650 3.664
C -0.752 -1.796 2.464
N -1.268 -0.556 2.066
C -0.956 0.338 3.068
H -0.732 0.139 6.127
H 0.953 -0.291 5.731
H 0.293 1.313 5.261
H 0.317 -2.363 4.319
H -0.915 -2.675 1.855
H -1.333 1.353 3.139